ORCA calculation (ωB97M-V/def2-TZVPD) on a 6-piece molecular cluster, C50H91BrClN3O7S2 overall at a distorted geometry.

The calculation puts the largest force on an atom at 4.93 eV/Å. Its highest occupied orbital energy is -8.570 eV. The gap between HOMO and LUMO is 7.5 eV.

Cartesian coordinates (Å):
C1 1.76 0.76 3.03
C2 2.22 -0.43 2.12
O1 1.74 -1.51 2.39
O2 3.13 -0.23 1.10
C3 2.64 -0.75 -0.18
C4 1.27 0.00 -0.42
C5 1.41 1.44 -0.68
Br1 3.19 2.28 -0.72
C6 0.24 2.31 -0.89
C7 0.35 3.85 -1.14
C8 -0.41 4.73 -0.06
N1 -1.29 5.68 -0.80
C9 -1.06 1.64 -0.81
C10 -1.24 0.20 -0.55
C11 -0.04 -0.68 -0.37
C12 -0.13 -2.25 -0.14
C13 -0.32 -3.02 -1.55
C14 0.52 -4.37 -1.67
S1 1.64 -4.31 -3.18
O3 2.29 -5.60 -3.39
O4 0.76 -3.99 -4.34
O5 2.78 -3.13 -3.07
N2 -2.57 -0.36 -0.48
C15 -3.43 0.33 0.44
C16 -4.13 -0.42 1.49
C17 -4.99 0.36 2.38
Cl1 -5.84 -0.49 3.71
C18 -5.19 1.78 2.26
C19 -4.49 2.54 1.21
O6 -4.61 3.93 1.06
N3 -5.94 4.37 1.22
O7 -6.54 4.09 0.26
C20 -3.61 1.79 0.33
S2 -2.63 2.57 -0.99
H1 1.34 0.33 3.98
H2 0.93 1.35 2.57
H3 2.63 1.40 3.36
H4 3.40 -0.48 -0.96
H5 2.52 -1.86 -0.07
H6 -0.12 4.05 -2.14
H7 1.41 4.20 -1.24
H8 -1.09 4.10 0.58
H9 0.28 5.25 0.65
H10 -2.02 6.02 -0.16
H11 -1.82 5.19 -1.52
H12 0.79 -2.67 0.33
H13 -1.04 -2.47 0.49
H14 -1.41 -3.19 -1.78
H15 0.02 -2.29 -2.35
H16 -0.13 -5.29 -1.78
H17 1.21 -4.57 -0.81
H18 2.70 -2.74 -2.17
H19 -2.57 -1.36 -0.31
H20 -3.99 -1.52 1.55
H21 -5.88 2.27 2.99
C21 -1.08 3.51 3.60
C22 -0.14 4.14 4.62
C23 -0.19 3.48 6.00
C24 -1.55 3.56 6.70
C25 -2.08 4.98 6.92
C26 -1.19 5.83 7.81
H22 -2.12 3.61 3.91
H23 -0.97 4.00 2.63
H24 -0.86 2.45 3.48
H25 -0.35 5.21 4.70
H26 0.89 4.06 4.24
H27 0.58 3.92 6.63
H28 0.08 2.42 5.89
H29 -1.46 3.06 7.68
H30 -2.29 2.99 6.14
H31 -3.07 4.90 7.39
H32 -2.23 5.48 5.96
H33 -1.06 5.37 8.79
H34 -1.64 6.82 7.97
H35 -0.20 5.99 7.37
C27 1.59 10.50 1.70
C28 0.80 10.54 3.00
C29 0.86 9.22 3.79
C30 0.26 8.01 3.07
C31 -1.20 8.16 2.65
C32 -2.15 8.35 3.83
H36 1.19 9.76 1.01
H37 1.55 11.47 1.20
H38 2.64 10.26 1.89
H39 -0.23 10.81 2.79
H40 1.21 11.33 3.63
H41 0.36 9.37 4.75
H42 1.91 9.00 4.03
H43 0.36 7.14 3.73
H44 0.86 7.78 2.19
H45 -1.50 7.25 2.11
H46 -1.32 8.98 1.95
H47 -2.08 7.51 4.53
H48 -3.18 8.40 3.47
H49 -1.94 9.27 4.37
C33 -7.47 -4.42 -2.57
C34 -6.00 -4.78 -2.45
C35 -5.11 -3.59 -2.08
C36 -5.09 -2.45 -3.11
C37 -4.64 -2.84 -4.51
C38 -3.22 -3.33 -4.51
H50 -7.65 -3.70 -3.38
H51 -8.06 -5.31 -2.80
H52 -7.85 -3.99 -1.64
H53 -5.65 -5.24 -3.37
H54 -5.89 -5.54 -1.67
H55 -4.09 -3.95 -1.91
H56 -5.45 -3.18 -1.12
H57 -4.41 -1.67 -2.74
H58 -6.08 -1.99 -3.17
H59 -4.71 -1.97 -5.17
H60 -5.32 -3.59 -4.94
H61 -2.53 -2.58 -4.12
H62 -2.91 -3.57 -5.53
H63 -3.10 -4.24 -3.91
C39 1.24 -6.14 -10.04
C40 2.43 -6.93 -9.51
C41 2.23 -7.45 -8.09
C42 2.04 -6.38 -7.01
C43 3.18 -5.36 -6.90
C44 4.51 -5.99 -6.51
H64 1.06 -5.24 -9.45
H65 1.42 -5.83 -11.07
H66 0.33 -6.75 -10.03
H67 3.33 -6.31 -9.56
H68 2.60 -7.79 -10.17
H69 3.08 -8.09 -7.82
H70 1.35 -8.11 -8.07
H71 1.91 -6.87 -6.05
H72 1.11 -5.84 -7.20
H73 2.91 -4.62 -6.14
H74 3.29 -4.81 -7.84
H75 4.43 -6.51 -5.56
H76 5.28 -5.22 -6.41
H77 4.86 -6.70 -7.26
C45 6.34 -4.85 4.67
C46 6.40 -5.42 3.26
C47 6.60 -4.36 2.18
C48 5.48 -3.32 2.07
C49 4.08 -3.89 1.80
C50 3.97 -4.63 0.49
H78 5.49 -4.18 4.79
H79 6.23 -5.66 5.40
H80 7.25 -4.30 4.90
H81 5.49 -6.00 3.06
H82 7.23 -6.13 3.20
H83 6.73 -4.86 1.21
H84 7.54 -3.83 2.37
H85 5.73 -2.62 1.26
H86 5.44 -2.72 2.98
H87 3.37 -3.07 1.79
H88 3.78 -4.55 2.62
H89 4.23 -3.97 -0.35
H90 2.94 -4.97 0.34
H91 4.62 -5.51 0.44